Entry from the OMol25 dataset: a cluster of 11 separate species, C33H33F10NO36S in total (ωB97M-V with the def2-TZVPD basis set).

The HOMO energy is -11.20 eV. As for the net charge: 0. The frontier orbital gap comes out at 10.6919 eV.

Positions of all 114 atoms, in Å:
S (-3.10519, -0.27207, 2.83869)
F (-1.09957, 7.23732, 3.31469)
F (-1.73833, -4.46382, -1.03196)
F (0.11831, -3.71184, -7.42464)
F (-5.02105, -7.12591, -11.72803)
F (5.82007, 8.09376, 1.22932)
F (8.32861, -5.14834, 4.35075)
F (0.32199, -0.63987, -4.04930)
F (2.05124, -6.14541, 2.81140)
F (1.39463, 2.01753, -4.12915)
F (-2.64975, 10.54707, 6.17357)
O (0.19686, 3.04128, 2.64556)
O (5.07140, -4.12999, 4.80881)
O (-0.70022, 4.52375, 1.23887)
O (-4.35554, -6.33246, -8.44068)
O (1.48787, 7.58161, 0.41221)
O (-2.63786, -3.34921, -9.46171)
O (-1.50881, -1.22110, -5.23742)
O (-3.63569, -1.82781, -5.66296)
O (-1.01626, -6.08179, 3.04036)
O (5.28943, -1.91199, 4.48974)
O (1.26671, 1.08809, 1.08944)
O (-0.43449, -3.61868, -9.61244)
O (-3.63431, -8.32778, -7.68288)
O (3.73872, 7.72654, 0.42950)
O (-1.43614, -5.66407, 0.86145)
O (-0.43576, 0.43604, -0.20426)
O (-0.54607, 9.82623, 6.56866)
O (3.42028, -8.15784, 6.52583)
O (-1.90024, -4.11875, 2.39097)
O (2.47373, -6.13636, 6.23081)
O (-0.17146, 5.16635, 3.28857)
O (-0.95507, 8.12945, 7.94979)
O (-1.89296, -0.50583, 1.79025)
O (-4.45759, -8.11171, -9.77534)
O (-0.83073, 5.11894, -1.84146)
O (-4.20133, -0.96790, 2.22010)
O (-0.12264, -2.78862, 4.92053)
O (7.10054, -3.26133, 4.53250)
O (1.17128, 8.79517, 7.61080)
O (-1.71101, -3.75861, -11.46984)
O (-3.11230, -0.69403, -3.78900)
O (0.72185, 3.63704, -1.17014)
O (2.64846, -7.52600, 4.50119)
O (0.23631, 3.79644, -3.33290)
O (-2.74311, -1.38491, 4.02597)
O (2.54317, 8.94242, 1.85310)
N (-1.66514, -0.94609, 4.88870)
C (-1.60537, -3.59336, -10.30126)
C (-2.14310, -3.37231, -8.11094)
C (-1.19873, 5.86568, 1.35978)
C (-0.61865, 0.04961, 2.13362)
C (4.63813, 8.68778, 0.96663)
C (-2.24108, -4.69726, 0.20169)
C (1.44337, 3.05353, -3.25751)
C (2.06657, -5.39740, 5.07218)
C (-4.09633, -7.65911, -8.54145)
C (0.05713, 0.54353, 0.87620)
C (0.01236, 8.90431, 7.40443)
C (-2.83951, -1.30101, -4.95776)
C (-0.03921, 4.26887, -2.08220)
C (-2.22882, 8.65998, 7.57419)
C (-0.87294, -1.90855, 4.90048)
C (-1.41196, -5.36122, 2.18458)
C (-1.87155, -0.32851, -3.16683)
C (-4.75924, -5.85072, -9.72715)
C (-0.40228, 6.37085, 2.54353)
C (-1.88389, 9.44060, 6.32246)
C (7.30501, -4.57551, 5.02191)
C (-0.19299, 4.15424, 2.40937)
C (1.43595, 2.58087, -1.82141)
C (-2.11184, -3.49887, 1.11588)
C (-0.93796, -0.26352, -4.35747)
C (2.89571, -7.35663, 5.82801)
C (1.75397, -6.50221, 4.08563)
C (2.49295, 8.03961, 0.85376)
C (-0.67326, -3.08095, -8.32130)
C (3.91621, 9.13217, 2.22388)
C (-5.25129, -7.11711, -10.39554)
C (5.97586, -5.23985, 4.72890)
C (5.77059, -2.98733, 4.59525)
H (-3.25443, -5.08782, 0.09976)
H (-0.90728, 0.70689, -4.85521)
H (5.70092, -6.00847, 5.44672)
H (-1.03102, 6.41915, 0.44246)
H (0.73197, -6.87739, 4.11403)
H (2.27622, 3.70177, -3.53313)
H (-2.94164, 7.85754, 7.40966)
H (0.01376, -0.70002, 2.61500)
H (5.95701, -5.65355, 3.71993)
H (2.42367, 2.46508, -1.38476)
H (-3.89681, -5.43874, -10.25060)
H (4.15975, 8.47940, 3.06257)
H (-2.26428, 5.83049, 1.58872)
H (-6.30489, -7.34425, -10.22297)
H (-0.72156, 0.88524, 2.83641)
H (-2.28800, -4.36812, -7.68865)
H (-2.65366, -2.63508, -7.49912)
H (0.55203, 6.81490, 2.28573)
H (-2.98400, -2.85453, 1.13575)
H (-0.41698, -2.02025, -8.32659)
H (-1.23023, -2.91217, 0.85592)
H (0.88732, 1.64679, -1.70404)
H (2.89967, -4.78640, 4.72943)
H (1.21568, -4.76265, 5.29046)
H (4.09658, 10.16709, 2.49629)
H (7.56422, -4.52409, 6.08043)
H (-1.56960, -1.10741, -2.46666)
H (-1.92191, 8.86092, 5.39850)
H (-2.59499, 9.32681, 8.35593)
H (4.79462, 9.47447, 0.22731)
H (-1.96924, 0.61448, -2.63769)
H (-5.52269, -5.08499, -9.62661)
H (1.13314, 1.87978, 1.65545)

Löwdin atomic charge list, values in e, 2 entries: atom 1 (S): 0.97, atom 2 (F): 0.08

---

Entry from the OMol25 dataset: a cluster of 2 separate species, CH6OSi2 in total at a distorted geometry (ωB97M-V with the def2-TZVPD basis set).

The HOMO energy is -9.95 eV. As for the net charge: 0. The frontier orbital gap comes out at 10.3824 eV. As for the energy relative to the best compared isomer or geometry (same formula, charge and spin): 3.107 eV.

Positions of all 10 atoms, in Å:
Si (-0.98200, 1.10083, -0.99835)
Si (-0.05185, -0.84377, -0.02740)
O (2.59676, -0.43511, 1.95115)
C (1.72917, -0.30701, 2.66648)
H (-1.92131, 2.25616, -0.80822)
H (-1.86785, 0.32967, -1.86919)
H (0.16686, -0.66626, 1.38512)
H (-1.02593, -1.91408, 0.24065)
H (1.10474, -1.20760, -0.90511)
H (0.25142, 1.68717, -1.63515)

Löwdin atomic charge list, values in e, 2 entries: atom 1 (Si): 0.41, atom 2 (Si): 0.44

---

Entry from the OMol25 dataset: an isolated molecule of C20H23BrN2O3 (ωB97M-V with the def2-TZVPD basis set).

The HOMO energy is -7.70 eV. Its SMILES is Cc1cc(C)c(OCC(=O)Nc2ccc(N3CCOCC3)cc2)c(Br)c1. As for the net charge: 0. The frontier orbital gap comes out at 8.2916 eV. As for the energy relative to the best compared isomer or geometry (same formula, charge and spin): 2.910 eV.

Positions of all 49 atoms, in Å:
Br (3.12295, -0.81403, -0.92395)
O (-5.86810, 0.82578, -0.35669)
O (1.65368, 0.60224, 1.82023)
O (3.96082, 2.69694, -0.04457)
N (-3.18642, -0.13760, -0.33407)
N (1.84737, 2.29834, -0.62707)
C (-5.10213, 0.78597, -1.53948)
C (0.82765, -2.30855, -0.35739)
C (2.83757, 1.26528, 1.45229)
C (0.54393, 1.75651, -0.56988)
C (-5.04852, 1.02490, 0.77526)
C (1.55807, -1.22376, 0.11614)
C (1.15354, -0.52653, 1.24731)
C (-0.31972, -2.73610, 0.27713)
C (-4.04382, -0.32688, -1.48776)
C (-0.32050, 2.05923, 0.47154)
C (-0.69889, -2.07840, 1.44255)
C (-2.00138, 0.57010, -0.44126)
C (-3.98913, -0.08053, 0.86955)
C (0.10141, 0.91706, -1.58706)
C (0.01510, -1.00776, 1.93300)
C (-1.13962, -3.86540, -0.26462)
C (-0.38278, -0.33082, 3.20834)
C (-1.57149, 1.47839, 0.53274)
C (-1.14033, 0.32652, -1.51876)
C (2.90916, 2.13946, 0.19499)
H (-4.55959, 2.00931, 0.71090)
H (-0.00437, 2.74671, 1.24170)
H (0.41651, -0.42418, 3.94221)
H (0.75339, 0.70209, -2.42109)
H (-2.10397, -3.49008, -0.60602)
H (2.09189, 2.78404, -1.48290)
H (-5.80904, 0.61355, -2.35249)
H (-4.50470, -1.04423, 0.95803)
H (-1.32457, -4.60965, 0.50790)
H (3.69434, 0.58285, 1.40318)
H (-1.42650, -0.36369, -2.29652)
H (-3.46635, -0.31832, -2.40912)
H (-2.21856, 1.74896, 1.35193)
H (-1.57525, -2.41403, 1.97738)
H (-5.71490, 1.00708, 1.63913)
H (-1.28726, -0.77701, 3.61296)
H (-0.63854, -4.34520, -1.10080)
H (-0.54388, 0.73118, 3.04068)
H (-4.54546, -1.29586, -1.38877)
H (1.17340, -2.81126, -1.24775)
H (-3.35200, 0.05007, 1.74221)
H (3.02519, 1.94662, 2.29183)
H (-4.59802, 1.75382, -1.69341)

Löwdin atomic charge list, values in e, 2 entries: atom 1 (Br): 0.86, atom 2 (O): -0.13

---

Entry from the OMol25 dataset: the ion C5H8NS with charge +1 at a distorted geometry (ωB97M-V with the def2-TZVPD basis set).

The HOMO energy (alpha / beta) is -11.17 / -15.28 eV. As for the net charge: +1. The frontier orbital gap (alpha / beta) comes out at 7.3082 / 7.0775 eV. The spin multiplicity is 3. As for the energy relative to the best compared isomer or geometry (same formula, charge and spin): 2.092 eV.

Positions of all 15 atoms, in Å:
S (1.36417, -2.43646, 1.38142)
N (-0.25869, -0.60092, 0.15535)
C (0.47677, -1.11653, 1.12327)
C (-1.65422, 0.47082, -1.38028)
C (-0.34161, 0.26743, -0.76943)
C (0.76590, -1.12124, 2.55552)
C (0.86900, 1.14964, -1.08720)
H (1.39133, 0.46497, -1.75982)
H (1.58792, -0.49982, 2.90062)
H (0.62697, 1.99829, -1.78342)
H (-2.30770, 0.75186, -0.57401)
H (1.33038, 1.29912, -0.07969)
H (-1.64204, 1.22692, -2.21191)
H (0.01764, -1.34796, 3.33165)
H (-2.22581, -0.50613, -1.80205)

Löwdin atomic charge list, values in e, 2 entries: atom 1 (S): 1.17, atom 2 (N): 0.17

---

Entry from the OMol25 dataset: a structure of composition CH22MnO14P at a distorted geometry (ωB97M-V with the def2-TZVPD basis set).

The HOMO energy (alpha / beta) is -3.63 / -3.70 eV. As for the net charge: -1. The frontier orbital gap (alpha / beta) comes out at 5.3427 / 5.3506 eV. The spin multiplicity is 6.

Positions of all 39 atoms, in Å:
Mn (-0.64636, 1.73131, -2.15136)
P (-1.29014, 3.89474, -0.75441)
O (0.09523, 3.32277, -1.13723)
O (-1.62318, 5.19312, -1.46722)
O (2.14544, 0.33266, 2.28303)
O (-3.89315, 0.96656, -0.44434)
O (-1.59689, 3.80764, 0.74320)
O (1.71664, 2.54891, 0.68109)
O (-0.22231, 0.45458, -0.46027)
O (-2.08950, 2.81995, -1.56395)
O (-1.33466, -3.87316, 2.05804)
O (2.03048, -2.82108, 2.57321)
O (-1.14550, 1.44088, 1.99581)
O (0.67734, -1.71914, -3.70161)
O (1.08053, -4.34536, 0.08139)
O (1.21431, 1.08773, -2.96971)
C (-0.27664, -0.86717, -0.08751)
H (1.95715, 0.85336, -2.40288)
H (1.57737, 1.77563, 1.28798)
H (-1.70121, -3.81172, 1.16855)
H (-3.00674, 0.93927, -0.06259)
H (1.82578, 3.36151, 1.19707)
H (-1.17864, -1.15915, 0.47929)
H (0.56895, -1.23603, 0.51732)
H (2.28672, -3.14196, 1.69839)
H (0.28800, -3.86971, 0.36658)
H (-3.83647, 1.67972, -1.09608)
H (-0.80325, 0.93659, 1.24474)
H (-1.40900, -2.97626, 2.41127)
H (-0.28424, -1.70590, -3.63428)
H (-0.30230, -1.55009, -0.96240)
H (3.03847, 0.68451, 2.38192)
H (1.15792, -3.20547, 2.72445)
H (1.49121, 0.86195, -3.86550)
H (-1.42731, 2.29945, 1.57574)
H (0.97790, -1.81479, -2.78918)
H (0.99157, 2.59608, -0.04495)
H (0.77130, -4.96013, -0.59175)
H (2.17513, -0.53177, 2.71816)

Löwdin atomic charge list, values in e, 2 entries: atom 1 (Mn): 0.93, atom 2 (P): -0.05